Arrangement A

{"formula": "C2H3NS2", "method": "ωB97M-V/def2-TZVPD", "charge": 0, "e_homo_ev": -8.5, "homo_lumo_gap_ha": 0.3053, "symbols": ["S", "C", "N", "C", "S", "H", "H", "H"], "positions_angstrom": [[2.51, -0.37, -0.16], [1.42, 0.54, 0.63], [0.22, 0.82, 0.15], [-0.80, 0.19, -0.24], [-1.45, -1.45, 0.15], [1.83, 1.09, 1.42], [-1.26, 0.72, -1.07], [-2.47, -1.55, -0.88]], "nbo_charge": [-0.090, -0.108, -0.437, 0.043, 0.013, 0.206, 0.203, 0.170]}


Arrangement B

{"formula": "C2H3NS2", "method": "ωB97M-V/def2-TZVPD", "charge": 0, "e_homo_ev": [-9.1, -8.9], "homo_lumo_gap_ha": [0.2649, 0.2939], "symbols": ["C", "C", "N", "S", "S", "H", "H", "H"], "positions_angstrom": [[1.27, 0.09, 0.23], [-0.34, 0.30, 0.46], [1.70, -0.83, 0.80], [-0.60, 1.98, 0.58], [-0.48, 2.34, 2.50], [1.62, 0.78, -0.57], [-0.69, -0.13, -0.38], [-0.61, -0.17, 1.36]], "nbo_charge": [-0.027, -0.624, -0.200, 0.333, -0.185, 0.213, 0.233, 0.258]}


Arrangement C

{"formula": "C2H3NS2", "method": "ωB97M-V/def2-TZVPD", "charge": 0, "e_homo_ev": -8.3, "homo_lumo_gap_ha": 0.3314, "symbols": ["C", "N", "S", "C", "S", "H", "H", "H"], "positions_angstrom": [[-1.20, -0.22, -0.65], [-0.29, -0.59, -1.48], [1.27, -0.13, -1.01], [0.87, 0.24, 0.74], [-0.84, 0.62, 0.83], [-2.27, -0.27, -0.94], [1.02, -0.67, 1.26], [1.44, 1.02, 1.24]], "nbo_charge": [-0.107, -0.556, 0.425, -0.733, 0.284, 0.220, 0.212, 0.255]}


It turns out arrangement C is the most stable, with the second structure 23.7 kcal/mol higher.